[1]
Formula: C24H14Cl7N3O2Y
Source: OMol25
Level of theory: ωB97M-V/def2-TZVPD

**Energy relative to the best compared isomer or geometry (same formula, charge and spin)**: 25.0015 eV
**LUMO level**: 2.453 eV
**Kohn-Sham gap**: 5.84 eV
**Total charge**: -1

Last column: Mulliken charge in e.
Cartesian coordinates (Å):
Y -0.059 -0.771 0.567  0.05
Cl -4.694 -4.344 0.850  -0.21
Cl -5.732 0.960 1.164  -0.21
Cl 0.105 0.596 -1.198  1.26
Cl -0.143 3.365 4.171  -0.28
Cl -6.744 -1.992 1.009  -0.22
Cl -1.552 -3.664 0.865  -0.17
Cl -2.617 1.537 1.088  -0.19
O 0.490 -2.318 -0.839  -0.70
O -1.120 0.640 -0.797  -0.69
N 1.470 -1.400 -1.778  -1.53
N 0.803 -0.430 -1.503  1.63
N 0.221 0.133 2.492  -0.55
C 1.666 2.434 -0.169  -0.21
C 0.725 2.594 2.856  0.09
C 0.043 1.318 -2.482  -0.15
C -1.087 1.989 -3.040  -0.35
C 2.837 -1.647 1.380  -0.65
C -4.137 -2.712 0.909  -0.53
C 1.670 -2.911 3.054  -0.29
C -1.132 2.797 -4.155  -0.82
C 1.133 2.278 -4.534  -0.79
C -2.290 -1.117 0.938  -0.87
C 1.118 1.492 -3.403  -0.24
C 1.748 3.359 2.169  -0.33
C -5.052 -1.658 0.982  0.85
C -3.232 -0.106 1.013  1.26
C 0.381 1.296 2.578  0.55
C 2.229 3.217 0.895  -1.29
C 1.608 -4.001 2.200  -0.59
C -4.603 -0.337 1.041  -0.64
C 0.903 1.445 -0.435  1.19
C 2.305 -1.741 2.648  -0.22
C -2.781 -2.420 0.896  0.58
C 2.803 -2.755 0.535  0.10
C 0.007 2.984 -4.921  -0.27
C 2.193 -3.928 0.946  -0.36
H -2.003 1.824 -2.476  0.33
H 1.246 -2.974 4.049  0.38
H 3.237 -2.691 -0.451  0.36
H 2.038 2.324 -5.125  0.37
H 2.191 4.144 2.774  0.34
H 3.350 -0.742 1.072  0.26
H -2.070 3.268 -4.415  0.39
H 1.119 -4.913 2.521  0.43
H 2.005 0.906 -3.155  0.32
H 0.006 3.620 -5.796  0.38
H 3.024 3.876 0.574  0.34
H 2.427 -0.926 3.347  0.34
H 2.160 -4.778 0.278  0.36
H 1.786 2.876 -1.189  0.15

***

[2]
Formula: C2H6NO2
Source: OMol25
Level of theory: ωB97M-V/def2-TZVPD

**Energy relative to the best compared isomer or geometry (same formula, charge and spin)**: 1.0965 eV
**LUMO level**: -5.165 eV
**Kohn-Sham gap**: 10.43 eV
**Total charge**: +1

Last column: Mulliken charge in e.
Cartesian coordinates (Å):
O 1.866 -0.741 1.873  -0.40
O 0.912 0.272 0.156  -0.57
N -1.357 -0.463 -0.840  -0.09
C -1.906 0.536 -1.405  -0.14
C 1.823 0.172 0.945  0.26
H -2.897 0.457 -1.868  0.31
H 2.751 0.753 0.785  0.31
H -1.766 -1.392 -0.758  0.27
H 2.588 -0.697 2.519  0.39
H -1.642 1.508 -0.985  0.27
H -0.372 -0.404 -0.423  0.39

***

[3]
Formula: C13H26Cl26F12P2V
Source: OMol25
Level of theory: ωB97M-V/def2-TZVPD

**LUMO level (alpha / beta)**: -0.556 / -0.266 eV
**⟨S²⟩**: 3.752
**Multiplicity**: 4
**Kohn-Sham gap (alpha / beta)**: 9.68 / 10.21 eV

Last column: Mulliken charge in e.
Cartesian coordinates (Å):
V 2.203 -1.597 -1.375  0.88
Cl -1.464 -3.444 0.065  -0.04
Cl 2.008 -2.778 2.621  -0.04
Cl -1.404 4.407 3.027  -0.20
Cl -2.185 1.599 3.278  -0.15
Cl 1.067 -4.134 -1.306  -0.04
Cl -3.395 2.815 -3.046  -0.18
Cl 0.873 -2.149 -4.094  0.14
Cl 2.910 0.189 -3.271  0.14
Cl -5.362 -1.554 -2.603  -0.12
Cl -5.608 1.110 4.368  -0.16
Cl -0.678 -1.487 -6.429  -0.13
Cl 2.732 3.287 1.631  -0.08
Cl -1.100 5.514 -0.302  -0.05
Cl 1.648 -0.754 6.378  -0.10
Cl -6.141 -1.486 1.526  -0.13
Cl -1.051 1.443 -4.183  -0.10
Cl -2.586 -2.361 -2.977  0.00
Cl 4.640 0.802 5.023  -0.17
Cl 1.536 1.279 8.447  -0.16
Cl -0.280 4.753 -3.098  -0.08
Cl -7.260 1.888 2.130  -0.15
Cl -4.211 0.119 0.002  -0.14
Cl 3.322 2.582 -1.192  -0.04
Cl 0.753 -5.396 2.420  -0.17
Cl 2.354 0.792 -5.967  -0.12
Cl 4.388 -0.069 2.259  -0.10
P 4.790 -2.709 -1.011  1.50
P 0.409 0.050 0.046  1.55
F 5.733 -2.348 0.237  -0.33
F 4.968 -4.326 -0.815  -0.37
F -1.213 -0.147 0.120  -0.13
F 3.723 -2.882 -2.221  -0.40
F 4.500 -1.102 -1.178  -0.37
F 0.289 1.652 -0.148  -0.31
F 0.510 0.242 1.689  -0.26
F 0.740 -1.547 0.155  -0.54
F 0.372 -0.320 -1.583  0.04
F 3.415 -2.746 -0.114  -0.31
F 2.020 0.177 -0.144  -0.46
F 6.002 -2.701 -2.102  -0.34
C -1.097 5.960 -1.991  -0.58
C 3.196 3.854 0.043  -0.62
C -4.081 -1.749 -3.769  -0.56
C 2.695 1.540 -4.393  -0.32
C 3.557 0.203 3.751  0.43
C -4.481 -1.232 1.125  -0.18
C -0.023 -2.799 -5.465  -0.62
C -1.024 2.756 2.532  0.72
C -0.605 -4.612 -0.965  -0.62
C -5.635 1.806 2.755  0.49
C -1.950 1.867 -2.723  0.45
C 1.056 -3.987 3.545  -0.49
C 0.609 0.496 7.135  -0.11
H 0.636 -3.404 -6.087  0.38
H -0.808 -3.515 -5.225  0.29
H -1.357 2.400 -1.980  -0.11
H -4.059 -2.150 0.716  0.11
H -5.297 2.840 2.818  0.32
H -4.954 1.246 2.115  -0.55
H 3.662 2.044 -4.405  0.46
H 2.586 4.695 -0.287  0.28
H -0.604 6.931 -2.013  0.37
H -1.081 -4.642 -1.945  0.32
H 1.612 -4.284 4.434  0.39
H -3.905 -0.791 -4.258  0.27
H -1.133 2.678 1.450  -0.35
H -2.085 6.237 -2.360  0.34
H 2.743 0.904 3.563  -0.07
H -3.951 -1.014 2.052  0.32
H -0.759 -5.579 -0.486  0.43
H 0.093 -3.561 3.825  0.27
H 4.160 4.338 0.204  0.40
H 0.384 1.288 6.420  0.06
H -0.324 0.085 7.520  0.33
H 1.897 2.215 -4.087  -0.04
H -0.018 2.573 2.909  -0.10
H -2.237 0.912 -2.281  -0.16
H -4.446 -2.485 -4.485  0.38
H 3.060 -0.726 4.029  -0.12

***

[4]
Formula: C26H25NReSi
Source: OMol25
Level of theory: ωB97M-V/def2-TZVPD

**Energy relative to the best compared isomer or geometry (same formula, charge and spin)**: 6.4425 eV
**LUMO level (alpha / beta)**: 0.151 / -1.485 eV
**⟨S²⟩**: 3.812
**Multiplicity**: 4
**Kohn-Sham gap (alpha / beta)**: 6.18 / 6.22 eV

Last column: Mulliken charge in e.
Cartesian coordinates (Å):
Re -0.256 0.152 -0.495  1.08
Si -0.087 2.018 1.347  0.10
N -1.456 1.395 -0.611  -0.82
C 1.860 0.180 -0.968  -0.11
C 0.150 1.529 4.144  -0.16
C 2.678 1.542 2.073  -0.23
C -1.598 0.597 5.532  -0.42
C 1.161 1.127 -1.795  -0.53
C -2.475 4.721 -0.636  -0.42
C 0.163 -2.539 1.260  -0.94
C -0.954 3.664 0.982  0.02
C 0.239 0.401 -2.619  -0.55
C -2.622 5.829 0.216  -0.45
C 3.543 4.050 1.201  -0.63
C 2.205 3.674 1.034  -0.51
C -0.635 1.341 3.001  0.29
C -1.674 3.696 -0.190  0.44
C -2.367 0.354 4.389  -0.69
C 1.380 -1.126 -1.288  -0.75
C -1.882 0.703 3.125  -0.14
C -0.327 1.162 5.405  -0.71
C -0.785 -3.360 0.811  0.56
C 4.021 1.912 2.219  -0.62
C -2.066 -3.549 0.507  -0.80
C -1.050 4.786 1.835  -0.08
C 0.374 -0.990 -2.308  -0.58
C -1.897 5.850 1.428  -0.61
C 4.456 3.170 1.787  -0.58
C 1.755 2.426 1.482  0.48
H -2.682 -2.681 0.194  0.23
H -1.986 0.331 6.516  0.37
H -3.290 6.650 -0.068  0.38
H 1.326 2.200 -1.808  0.50
H 4.725 1.215 2.675  0.40
H 1.210 -2.794 1.198  0.36
H -2.548 -4.531 0.432  0.25
H -1.362 -1.101 -0.515  -0.41
H -1.702 2.531 -0.754  -0.35
H 1.503 4.367 0.567  0.37
H 2.613 0.435 -0.218  0.50
H -3.006 4.627 -1.588  0.45
H 0.294 1.319 6.285  0.40
H -2.482 0.505 2.232  0.37
H -0.408 0.836 -3.382  0.43
H 2.356 0.559 2.427  0.48
H -0.109 -1.651 1.821  0.36
H 5.503 3.458 1.897  0.36
H -0.193 -1.802 -2.769  0.46
H 1.711 -2.058 -0.824  0.63
H 3.869 5.032 0.857  0.39
H -1.961 6.721 2.088  0.35
H -3.354 -0.107 4.478  0.37
H 1.139 1.978 4.058  0.32
H -0.496 4.788 2.794  0.39

***

What did the fourth record say?
Formula: C26H25NReSi
Source: OMol25
Level of theory: ωB97M-V/def2-TZVPD

**Energy relative to the best compared isomer or geometry (same formula, charge and spin)**: 6.4425 eV
**LUMO level (alpha / beta)**: 0.151 / -1.485 eV
**⟨S²⟩**: 3.812
**Multiplicity**: 4
**Kohn-Sham gap (alpha / beta)**: 6.18 / 6.22 eV

Last column: Mulliken charge in e.
Cartesian coordinates (Å):
Re -0.256 0.152 -0.495  1.08
Si -0.087 2.018 1.347  0.10
N -1.456 1.395 -0.611  -0.82
C 1.860 0.180 -0.968  -0.11
C 0.150 1.529 4.144  -0.16
C 2.678 1.542 2.073  -0.23
C -1.598 0.597 5.532  -0.42
C 1.161 1.127 -1.795  -0.53
C -2.475 4.721 -0.636  -0.42
C 0.163 -2.539 1.260  -0.94
C -0.954 3.664 0.982  0.02
C 0.239 0.401 -2.619  -0.55
C -2.622 5.829 0.216  -0.45
C 3.543 4.050 1.201  -0.63
C 2.205 3.674 1.034  -0.51
C -0.635 1.341 3.001  0.29
C -1.674 3.696 -0.190  0.44
C -2.367 0.354 4.389  -0.69
C 1.380 -1.126 -1.288  -0.75
C -1.882 0.703 3.125  -0.14
C -0.327 1.162 5.405  -0.71
C -0.785 -3.360 0.811  0.56
C 4.021 1.912 2.219  -0.62
C -2.066 -3.549 0.507  -0.80
C -1.050 4.786 1.835  -0.08
C 0.374 -0.990 -2.308  -0.58
C -1.897 5.850 1.428  -0.61
C 4.456 3.170 1.787  -0.58
C 1.755 2.426 1.482  0.48
H -2.682 -2.681 0.194  0.23
H -1.986 0.331 6.516  0.37
H -3.290 6.650 -0.068  0.38
H 1.326 2.200 -1.808  0.50
H 4.725 1.215 2.675  0.40
H 1.210 -2.794 1.198  0.36
H -2.548 -4.531 0.432  0.25
H -1.362 -1.101 -0.515  -0.41
H -1.702 2.531 -0.754  -0.35
H 1.503 4.367 0.567  0.37
H 2.613 0.435 -0.218  0.50
H -3.006 4.627 -1.588  0.45
H 0.294 1.319 6.285  0.40
H -2.482 0.505 2.232  0.37
H -0.408 0.836 -3.382  0.43
H 2.356 0.559 2.427  0.48
H -0.109 -1.651 1.821  0.36
H 5.503 3.458 1.897  0.36
H -0.193 -1.802 -2.769  0.46
H 1.711 -2.058 -0.824  0.63
H 3.869 5.032 0.857  0.39
H -1.961 6.721 2.088  0.35
H -3.354 -0.107 4.478  0.37
H 1.139 1.978 4.058  0.32
H -0.496 4.788 2.794  0.39

***

What is the formula in the first record?
C24H14Cl7N3O2Y